Density functional theory data (wB97M-V/def2-TZVPD) for C39H47Cl3NO3RhSe as an isolated structure.

The geometry in XYZ format:
```
95
Properties=species:S:1:pos:R:3:mulliken_charge:R:1
Rh -0.542 1.867 -1.361 0.8298
C -3.300 -5.643 -0.796 -1.6898
C -1.971 -5.045 -0.308 1.8838
C -1.825 -5.292 1.201 -1.6001
C -0.832 -5.762 -1.035 -1.8431
C -1.976 -3.546 -0.565 -0.5597
C -0.961 -2.885 -1.248 -0.3331
C -1.048 -1.526 -1.444 -0.2275
Se 0.344 -0.503 -2.320 0.1021
C 1.769 -0.568 -1.004 -0.1024
C 2.424 -1.742 -0.694 -0.4480
C 3.520 -1.722 0.160 -0.6686
C 3.939 -0.480 0.655 -0.4686
C 3.316 0.711 0.362 -0.5595
C 2.169 0.695 -0.496 0.8713
O 1.551 1.766 -0.826 -0.1764
C 3.773 2.045 0.933 2.5307
C 2.612 2.633 1.748 -0.9438
C 4.995 1.929 1.848 -2.4037
C 4.139 2.993 -0.217 -1.6641
C 4.274 -2.977 0.568 2.2104
C 4.073 -3.208 2.074 -1.5677
C 3.785 -4.215 -0.186 -2.2220
C 5.772 -2.813 0.277 -1.7962
C -2.173 -0.741 -1.038 1.5379
O -2.228 0.492 -1.344 -0.9590
C -3.189 -1.420 -0.292 0.0077
C -3.036 -2.774 -0.083 -0.7699
C -4.389 -0.703 0.324 2.3619
C -5.687 -1.467 0.024 -1.8668
C -4.581 0.726 -0.185 -2.3476
C -4.178 -0.648 1.846 -1.6356
H -3.289 -6.726 -0.684 0.4652
H -3.458 -5.402 -1.845 0.3718
H -4.137 -5.255 -0.223 0.3523
H -1.888 -6.356 1.415 0.4704
H -2.612 -4.787 1.754 0.3190
H -0.868 -4.919 1.559 0.3323
H -0.876 -6.827 -0.821 0.4597
H 0.139 -5.400 -0.711 0.1908
H -0.915 -5.635 -2.111 0.4125
H -0.110 -3.415 -1.641 0.6925
H 2.076 -2.658 -1.147 0.4138
H 4.809 -0.453 1.291 0.4844
H 2.247 1.901 2.466 0.2800
H 1.796 2.902 1.086 -0.2746
H 2.930 3.523 2.287 0.4697
H 4.780 1.330 2.729 0.4042
H 5.277 2.927 2.180 0.4634
H 5.845 1.504 1.318 0.4275
H 3.303 3.104 -0.899 0.2102
H 4.990 2.603 -0.770 0.3542
H 4.399 3.974 0.174 0.4406
H 3.025 -3.403 2.294 0.3082
H 4.386 -2.343 2.653 0.3187
H 4.660 -4.065 2.399 0.4650
H 2.740 -4.419 0.031 0.3369
H 4.367 -5.080 0.124 0.4663
H 3.912 -4.088 -1.258 0.4076
H 6.216 -2.027 0.881 0.3554
H 5.928 -2.574 -0.773 0.3641
H 6.294 -3.741 0.501 0.4814
H -3.795 -3.274 0.498 0.4230
H -5.840 -1.537 -1.049 0.4212
H -6.530 -0.931 0.453 0.4831
H -5.680 -2.468 0.442 0.3439
H -4.654 0.743 -1.268 0.4256
H -3.759 1.367 0.111 0.3458
H -5.499 1.140 0.228 0.5352
H -4.124 -1.647 2.271 0.3581
H -5.005 -0.117 2.312 0.4791
H -3.257 -0.120 2.083 0.2551
Cl -4.324 5.628 3.667 -0.2457
C -3.658 4.989 2.211 0.3614
C -2.726 3.963 2.276 -0.8673
C -2.209 3.460 1.101 0.7980
Cl -1.037 2.185 1.145 -0.2517
C -2.563 3.945 -0.191 -0.0961
O -2.103 3.480 -1.276 -0.6707
C -3.498 5.025 -0.172 0.1037
Cl -3.932 5.709 -1.689 -0.2299
C -4.052 5.518 0.987 -0.7597
H -2.405 3.575 3.229 0.4708
H -4.777 6.317 0.942 0.4552
C 1.104 6.451 -2.938 -0.2073
C 1.079 6.041 -1.614 -1.1373
C 0.742 4.729 -1.331 0.1652
N 0.426 3.845 -2.269 0.6453
C 0.431 4.240 -3.533 -0.5916
C 0.774 5.528 -3.916 -0.7230
H 1.377 7.460 -3.205 0.4067
H 1.319 6.714 -0.805 0.4538
H 0.733 4.377 -0.308 0.2847
H 0.164 3.495 -4.269 0.4340
H 0.781 5.797 -4.960 0.4059
```

Gap between HOMO and LUMO (spin up / spin down) (eV): 7.52 / 4.33
Multiplicity: 5
Lowest unoccupied orbital energy (spin up / spin down) (eV): 0.28 / -2.84
⟨S²⟩: 6.042
F_max (hartree/bohr): 0.028
E_HOMO (spin up / spin down) (hartree): -0.2661 / -0.2634
DFT total energy (Ha): -5687.29310